Record 1
Formula: C23H32BaNO4
Source: the Open Molecules 2025 dataset
Level of theory: wB97M-V/def2-TZVPD

Last column: Löwdin charge in e.
CARTESIAN COORDINATES (ANGSTROEM)
O  -1.433  1.091  -2.755  -0.155
C  -0.187  0.686  -3.465  -0.130
C  -0.354  1.923  -4.409  -0.065
H  -0.202  -0.321  -3.959  0.085
H  0.659  0.715  -2.744  0.069
C  -1.748  2.079  -3.762  -0.581
H  -0.280  1.788  -5.517  0.099
H  0.475  2.627  -4.177  0.114
C  -2.972  1.526  -4.469  -0.029
H  -2.825  0.593  -5.032  0.085
H  -3.391  2.240  -5.167  0.068
H  -3.733  1.483  -3.671  0.096
C  -2.108  3.442  -3.202  -0.023
H  -1.342  3.899  -2.535  0.097
H  -3.095  3.292  -2.716  0.090
H  -2.258  4.059  -4.114  0.088
Ba  1.655  -1.566  -0.208  1.834
C  1.095  1.904  0.627  -0.185
C  2.467  1.741  1.010  -0.215
C  3.247  1.543  -0.177  -0.276
H  2.925  1.853  2.014  0.081
C  2.369  1.722  -1.311  -0.258
C  1.040  1.938  -0.793  -0.222
H  0.110  2.103  -1.355  0.055
H  0.230  1.999  1.301  0.074
H  4.367  1.410  -0.194  0.064
H  2.731  1.771  -2.357  0.062
C  -1.717  -1.252  1.525  -0.201
C  -1.525  0.149  1.348  -0.181
C  -1.394  0.398  -0.035  -0.191
H  -1.431  0.893  2.124  0.063
C  -1.493  -0.853  -0.735  -0.277
C  -1.731  -1.867  0.232  -0.266
H  -1.908  -2.912  -0.049  0.052
H  -1.813  -1.795  2.459  0.066
H  -1.241  1.385  -0.479  0.062
H  -1.421  -1.001  -1.814  0.057
O  0.853  -1.896  -4.821  -0.154
C  0.512  -1.221  -6.076  -0.205
C  0.912  -1.953  -7.352  -0.171
H  1.037  -0.248  -6.161  0.118
H  -0.552  -0.979  -6.098  0.114
C  1.812  -3.064  -6.797  -0.151
H  1.470  -1.241  -7.967  0.105
H  0.067  -2.289  -7.963  0.108
C  1.759  -2.917  -5.243  -0.193
H  2.831  -2.933  -7.185  0.104
H  1.452  -4.035  -7.166  0.104
H  2.765  -2.659  -4.884  0.112
H  1.406  -3.824  -4.740  0.115
O  0.055  1.130  3.405  0.016
C  0.634  0.045  3.413  -0.480
C  0.839  -0.782  4.649  -0.099
C  1.436  -2.086  4.144  -0.103
C  1.548  -1.842  2.664  -0.582
O  2.118  -2.645  1.864  -0.367
N  1.004  -0.668  2.278  0.024
H  1.559  -0.293  5.302  0.114
H  -0.121  -0.900  5.168  0.124
H  2.462  -2.297  4.504  0.121
H  0.761  -2.907  4.445  0.122

Its total charge is -1. For the highest occupied orbital energy, the calculation gives -2.62 eV. The HOMO-LUMO gap comes out at 4.230 eV.



Record 2
Formula: C23H32Cl2N2RuS5
Source: the Open Molecules 2025 dataset
Level of theory: wB97M-V/def2-TZVPD

Last column: Mulliken spin population.
CARTESIAN COORDINATES (ANGSTROEM)
Ru  0.345  0.243  0.272  3.559
C  -2.468  0.725  2.035  -0.015
N  -2.194  0.343  0.641  0.158
C  -2.591  -1.063  0.425  -0.023
C  -2.034  -1.606  -0.875  0.034
N  -0.587  -1.883  -0.786  0.120
C  -0.020  -1.996  -2.144  -0.002
C  -0.325  -3.075  -0.005  0.026
C  -0.557  -4.335  -0.550  0.000
C  -0.307  -5.484  0.177  0.030
C  0.184  -5.387  1.472  -0.013
C  0.404  -4.144  2.032  0.012
C  0.152  -2.977  1.304  -0.022
S  0.449  -1.444  2.088  0.348
C  -2.886  1.214  -0.285  0.045
C  -4.245  1.468  -0.148  -0.019
C  -4.912  2.291  -1.040  0.052
C  -4.224  2.874  -2.096  -0.024
C  -2.876  2.622  -2.254  0.043
C  -2.195  1.799  -1.350  -0.010
S  -0.486  1.558  -1.616  0.452
H  -3.507  0.525  2.316  0.000
H  -2.271  1.785  2.163  0.002
H  -1.820  0.148  2.694  0.001
H  -3.683  -1.149  0.414  0.007
H  -2.216  -1.652  1.263  -0.020
H  -2.189  -0.877  -1.672  -0.017
H  -2.573  -2.521  -1.143  0.004
H  -0.652  -2.596  -2.805  -0.001
H  0.964  -2.456  -2.090  0.006
H  0.067  -1.000  -2.578  -0.005
H  -0.943  -4.418  -1.559  0.000
H  -0.502  -6.453  -0.263  0.001
H  0.388  -6.281  2.046  -0.001
H  0.784  -4.052  3.041  0.000
H  -4.801  1.020  0.666  0.000
H  -5.970  2.475  -0.911  0.002
H  -4.740  3.517  -2.797  -0.001
H  -2.318  3.064  -3.069  0.000
C  3.490  -0.491  -2.979  0.004
C  3.890  -1.259  -1.720  0.011
S  2.735  -1.141  -0.301  0.097
C  3.649  -0.109  0.891  0.007
C  3.979  1.285  0.395  -0.004
S  2.469  2.252  0.027  0.088
C  2.905  3.101  -1.525  0.005
C  2.795  2.286  -2.807  -0.005
S  4.216  1.176  -3.119  0.000
H  2.408  -0.399  -3.054  0.003
H  3.845  -1.033  -3.855  0.001
H  4.879  -0.969  -1.366  0.002
H  3.914  -2.327  -1.939  0.000
H  4.561  -0.642  1.160  -0.002
H  3.001  -0.080  1.767  -0.007
H  4.564  1.248  -0.518  -0.002
H  4.542  1.823  1.159  0.005
H  3.905  3.513  -1.390  0.006
H  2.194  3.927  -1.565  -0.001
H  2.765  2.971  -3.654  0.000
H  1.886  1.690  -2.809  -0.002
Cl  0.717  1.718  2.601  0.039
C  0.039  2.784  3.860  0.021
Cl  -0.849  4.144  3.164  0.001
H  0.876  3.177  4.424  0.004
H  -0.629  2.197  4.478  -0.001

Its total charge is +1. As for the spin multiplicity: 6. For the highest occupied orbital energy (spin up / spin down), the calculation gives -10.39 / -10.58 eV. The HOMO-LUMO gap (spin up / spin down) comes out at 8.552 / 5.704 eV.



Record 3
Formula: C23H32F4N4O2S3V
Source: the Open Molecules 2025 dataset
Level of theory: wB97M-V/def2-TZVPD

Last column: Mulliken spin population.
CARTESIAN COORDINATES (ANGSTROEM)
V  -0.037  0.181  -0.076  2.198
C  0.397  0.055  -3.244  0.043
N  -0.488  -0.428  -2.168  -0.053
C  -0.704  -1.877  -2.359  0.019
C  -1.792  0.269  -2.244  0.024
C  -2.692  -0.190  -1.096  0.011
N  -1.901  -0.389  0.131  -0.190
C  -2.565  -0.914  1.232  0.009
C  -1.994  -0.751  2.499  0.031
F  -0.829  -0.070  2.573  0.010
C  -2.554  -1.212  3.668  0.008
F  -1.906  -0.989  4.815  0.000
C  -3.760  -1.885  3.660  -0.010
C  -4.356  -2.058  2.428  0.004
F  -5.515  -2.708  2.341  0.000
C  -3.790  -1.595  1.250  -0.009
F  -4.460  -1.864  0.117  -0.001
H  -0.012  -0.214  -4.223  0.002
H  0.497  1.135  -3.184  -0.001
H  1.380  -0.405  -3.137  -0.003
H  -1.300  -2.049  -3.261  0.003
H  0.256  -2.368  -2.488  0.002
H  -1.210  -2.310  -1.500  -0.007
H  -1.593  1.338  -2.211  0.016
H  -2.272  0.047  -3.204  0.010
H  -3.487  0.550  -0.952  0.001
H  -3.181  -1.115  -1.393  -0.006
H  -4.210  -2.261  4.565  -0.001
C  4.735  -3.286  2.458  0.000
C  5.297  -2.683  1.169  0.000
S  4.518  -1.148  0.584  0.000
C  3.501  -1.692  -0.810  0.000
C  2.370  -2.664  -0.521  -0.002
S  0.984  -2.140  0.541  -0.016
C  1.640  -2.021  2.239  -0.007
C  1.926  -3.346  2.919  0.001
S  3.280  -4.362  2.274  0.000
H  4.505  -2.509  3.188  0.000
H  5.503  -3.922  2.898  0.000
H  5.280  -3.411  0.357  0.000
H  6.341  -2.416  1.338  0.000
H  4.160  -2.156  -1.547  0.001
H  3.124  -0.762  -1.237  0.006
H  2.743  -3.583  -0.077  0.000
H  1.886  -2.934  -1.460  -0.002
H  0.845  -1.506  2.780  0.008
H  2.511  -1.375  2.227  -0.002
H  1.053  -3.999  2.878  0.000
H  2.132  -3.142  3.973  0.000
N  0.800  3.014  -1.787  0.010
C  -0.225  3.298  -0.919  0.015
C  -0.788  4.583  -0.895  -0.004
C  -1.825  4.852  -0.039  0.005
C  -2.290  3.839  0.801  0.000
C  -1.704  2.605  0.709  0.050
N  -0.701  2.304  -0.149  -0.060
H  1.220  3.818  -2.225  -0.002
H  1.469  2.331  -1.460  0.007
H  -0.386  5.347  -1.547  0.000
H  -2.264  5.840  -0.012  0.000
H  -3.090  4.008  1.506  0.000
H  -2.040  1.794  1.337  0.002
C  3.395  1.972  1.992  -0.006
O  2.063  1.402  2.137  0.013
C  1.448  0.964  1.083  -0.118
O  1.940  0.977  -0.076  -0.010
H  3.968  1.630  2.848  0.000
H  3.300  3.055  2.012  0.000
H  3.857  1.641  1.068  0.000

Its total charge is +1. As for the spin multiplicity: 3. For the highest occupied orbital energy (spin up / spin down), the calculation gives -10.65 / -10.83 eV. The HOMO-LUMO gap (spin up / spin down) comes out at 7.516 / 8.313 eV.



Q: Which of these has the lowest total charge?
A: C23H32BaNO4



Q: Among the records above, which one has the lowest total charge?
A: C23H32BaNO4



Q: Number 2 is which compound?
A: C23H32Cl2N2RuS5